# 1
DFT (the ωB97M-V functional and the def2-TZVPD basis) results for a structure of composition C25H29BIrN6OS in a non-equilibrium geometry.

Values from the calculation:
HOMO-LUMO gap (alpha / beta)	6.695 / 5.400	eV
E_HOMO (alpha / beta)	-13.899 / -13.943	eV
net charge	+2
E_LUMO (alpha / beta)	-0.26475 / -0.31394	Eh
energy relative to the best compared isomer or geometry (same formula, charge and spin)	25.5	kJ/mol
spin multiplicity	2
DFT total energy	-1900.61037	Eh

Last column: Mulliken spin population.
Element x y z (Å)
Ir (1.59382, -0.17287, -0.81769)  0.069
C (-4.65029, 3.00431, -0.88447)  -0.002
C (-3.47790, 2.09434, -0.69180)  0.083
C (-3.32516, 1.34218, 0.47636)  -0.039
C (-2.24234, 0.51209, 0.64631)  0.096
C (-1.25623, 0.38532, -0.34678)  0.007
N (-0.21149, -0.49881, -0.14137)  0.382
C (-0.48449, -1.73951, 0.41130)  0.051
C (-1.69642, -2.37616, 0.07259)  0.105
C (-2.00236, -3.62901, 0.54206)  -0.038
C (-1.11085, -4.32457, 1.36373)  0.096
C (-1.40424, -5.71435, 1.82673)  -0.002
C (0.10101, -3.70955, 1.69049)  0.007
C (0.42134, -2.45194, 1.22911)  0.064
N (1.66924, -1.89433, 1.61017)  0.004
C (2.36825, -2.09557, 2.74997)  -0.001
C (3.61218, -1.53776, 2.58459)  0.003
C (3.60421, -1.00430, 1.29274)  0.007
N (2.43007, -1.23140, 0.71683)  -0.004
C (-1.39268, 1.16761, -1.51232)  0.057
C (-2.48390, 1.99952, -1.66679)  -0.014
N (-0.46057, 1.06474, -2.57845)  0.004
C (-0.68439, 1.19678, -3.89945)  0.002
C (0.53510, 1.22724, -4.53905)  0.002
C (1.47489, 1.11208, -3.52234)  0.009
N (0.87330, 1.03704, -2.32858)  0.001
H (-5.49856, 2.68814, -0.28114)  0.002
H (-4.95462, 3.04260, -1.92925)  0.003
H (-4.39100, 4.02192, -0.58247)  0.011
H (-4.06649, 1.41793, 1.26126)  0.001
H (-2.12344, -0.04837, 1.56530)  0.001
H (-2.37040, -1.87466, -0.60875)  0.003
H (-2.93161, -4.09657, 0.24472)  0.002
H (-2.47303, -5.91640, 1.82462)  0.002
H (-1.00792, -5.89484, 2.82490)  0.004
H (-0.93014, -6.43169, 1.15153)  0.014
H (0.81818, -4.24526, 2.29912)  0.001
H (1.93271, -2.61576, 3.58606)  -0.001
H (4.42248, -1.52852, 3.29160)  0.000
H (4.38283, -0.48032, 0.76227)  0.001
H (-2.57022, 2.59305, -2.56820)  0.000
H (-1.68484, 1.24873, -4.29489)  0.000
H (0.71610, 1.30879, -5.59598)  0.000
H (2.55165, 1.09594, -3.58736)  0.000
B (0.97380, -3.58530, -3.83876)  -0.001
C (1.38362, -2.53281, -2.79656)  0.007
N (1.63969, -1.73365, -1.99091)  -0.006
H (0.66573, -4.57522, -3.21822)  0.001
H (1.93074, -3.81943, -4.53581)  0.002
H (0.08659, -3.06534, -4.47710)  0.000
O (1.92522, 1.52313, 0.35665)  0.003
S (0.90267, 2.55408, 0.89687)  -0.001
C (1.69050, 4.15993, 0.65878)  0.000
C (1.44307, 4.88966, 1.97292)  0.000
C (1.82876, 3.89047, 3.06409)  0.000
C (1.14558, 2.56812, 2.70324)  0.000
H (1.26404, 4.63525, -0.22175)  0.000
H (2.74876, 3.94806, 0.49397)  0.000
H (0.38826, 5.16168, 2.06094)  0.000
H (2.02348, 5.80897, 2.02265)  0.000
H (1.52735, 4.22870, 4.05324)  0.000
H (2.91074, 3.75538, 3.07417)  0.000
H (0.16016, 2.46055, 3.15530)  0.000
H (1.73948, 1.67995, 2.91907)  0.000

# 2
DFT (the ωB97M-V functional and the def2-TZVPD basis) results for the molecule C15H13N3O2 in a non-equilibrium geometry.

Values from the calculation:
HOMO-LUMO gap	9.122	eV
E_HOMO	-8.813	eV
E_LUMO	0.01136	Eh
energy relative to the best compared isomer or geometry (same formula, charge and spin)	12.7	kJ/mol
SMILES	Cc1cccc(OCc2nc(-c3cccnc3)no2)c1
DFT total energy	-894.11345	Eh

Last column: Löwdin charge in e.
Element x y z (Å)
C (-6.27439, -1.64496, -1.25559)  -0.049
C (-5.39638, -0.60084, -0.63641)  -0.276
C (-4.02970, -0.78624, -0.54119)  0.033
C (-3.21128, 0.18694, 0.02969)  -0.253
C (-3.76938, 1.36252, 0.50935)  -0.031
C (-5.14103, 1.54665, 0.41424)  -0.079
C (-5.94906, 0.58137, -0.14943)  -0.062
H (-7.01527, 0.73887, -0.21597)  0.110
H (-5.57500, 2.46188, 0.78906)  0.105
H (-3.16189, 2.13651, 0.95128)  0.102
O (-1.87647, -0.12119, 0.06379)  -0.023
C (-0.99505, 0.79969, 0.65721)  -0.111
C (0.36701, 0.20222, 0.63271)  -0.297
N (1.43654, 0.72436, 0.12274)  0.217
C (2.39314, -0.22322, 0.37345)  -0.300
N (1.90904, -1.26138, 1.00759)  0.141
O (0.59350, -0.99338, 1.18395)  0.064
C (3.77696, -0.08338, -0.02603)  -0.146
C (4.71184, -1.08255, 0.24404)  -0.009
C (6.01764, -0.89104, -0.16816)  -0.054
C (6.33567, 0.28741, -0.83134)  -0.146
N (5.45459, 1.23968, -1.08972)  0.064
C (4.20838, 1.06122, -0.69894)  -0.090
H (3.50993, 1.85493, -0.92478)  0.112
H (7.34381, 0.48180, -1.17346)  0.104
H (6.77410, -1.63732, 0.01858)  0.102
H (4.40055, -1.97624, 0.76285)  0.114
H (-1.27893, 0.99495, 1.70312)  0.146
H (-0.96040, 1.74709, 0.10388)  0.145
H (-3.56428, -1.68889, -0.90548)  0.124
H (-5.70403, -2.53473, -1.50744)  0.074
H (-6.73400, -1.25814, -2.16451)  0.084
H (-7.07466, -1.92265, -0.57150)  0.082

# 3
DFT (the ωB97M-V functional and the def2-TZVPD basis) results for a structure of composition C6H12KO6 in a non-equilibrium geometry.

Values from the calculation:
HOMO-LUMO gap (alpha / beta)	3.293 / 11.532	eV
E_HOMO (alpha / beta)	-2.975 / -11.253	eV
E_LUMO (alpha / beta)	0.01169 / 0.01024	Eh
spin multiplicity	2
DFT total energy	-1287.13273	Eh

Last column: Mulliken spin population.
Element x y z (Å)
K (29.53933, 29.78540, -27.89161)  1.345
C (26.36815, 31.44276, -24.80099)  0.000
O (26.97648, 30.35580, -23.98533)  0.011
C (28.19257, 29.91005, -24.26979)  -0.054
O (28.93632, 30.31584, -25.18625)  -0.125
O (28.42626, 28.88607, -23.48943)  -0.020
C (29.67857, 28.24511, -23.62440)  0.006
H (26.71457, 32.33614, -24.28141)  -0.004
H (25.30691, 31.32855, -24.58001)  -0.002
H (26.50007, 31.31458, -25.87536)  0.025
H (29.70000, 27.58486, -24.49142)  0.005
H (29.78849, 27.71659, -22.67747)  0.002
H (30.45725, 28.98508, -23.80932)  0.011
C (24.72420, 28.22855, -27.83800)  -0.003
O (24.84252, 29.27339, -28.82996)  0.003
C (25.96229, 30.03522, -28.79288)  -0.022
O (26.90058, 29.98678, -27.97982)  -0.197
O (25.97980, 30.88492, -29.84260)  -0.022
C (27.16260, 31.53685, -30.29426)  -0.057
H (25.59899, 27.59012, -27.96146)  0.025
H (23.99099, 27.45172, -28.05488)  -0.001
H (24.75194, 28.65212, -26.83404)  -0.003
H (26.87255, 32.26486, -31.05185)  -0.010
H (27.88420, 30.83599, -30.71402)  0.035
H (27.61518, 32.08855, -29.47030)  0.051

# 4
DFT (the ωB97M-V functional and the def2-TZVPD basis) results for a structure of composition C29H32NO2RhS4SiTe.

Values from the calculation:
HOMO-LUMO gap (alpha / beta)	6.481 / 5.898	eV
E_HOMO (alpha / beta)	-4.443 / -4.492	eV
net charge	-1
E_LUMO (alpha / beta)	0.07489 / 0.05165	Eh
energy relative to the best compared isomer or geometry (same formula, charge and spin)	102.6	kJ/mol
spin multiplicity	2
DFT total energy	-3590.44458	Eh

Last column: Mulliken spin population.
Element x y z (Å)
Rh (-1.62643, -2.10661, 0.79905)  0.458
O (3.80590, -3.94857, 3.96749)  0.000
C (2.74222, -3.77642, 3.42940)  0.000
S (1.37730, -2.94127, 4.19207)  0.002
C (0.26979, -3.08761, 2.84639)  0.025
C (0.72954, -3.67193, 1.72224)  -0.021
S (-0.20270, -3.89989, 0.26609)  0.094
S (2.39331, -4.23163, 1.75681)  -0.002
S (-1.36735, -2.46279, 2.99535)  0.050
C (7.19939, 0.92742, -0.59002)  0.000
C (5.73090, 0.78513, -0.28735)  0.000
C (4.93899, -0.12448, -0.97290)  0.000
C (3.58322, -0.27373, -0.70004)  0.000
C (2.80366, -1.29779, -1.48062)  0.001
C (2.98761, 0.53263, 0.28907)  -0.001
Te (0.91365, 0.25716, 0.73443)  -0.006
N (-2.06045, -0.28473, 0.84820)  0.291
C (-2.91621, 0.18931, -0.07178)  -0.047
O (-3.54943, -0.49966, -0.89537)  0.132
C (-3.02303, 1.69445, -0.14335)  0.012
C (-3.76131, 2.26519, -1.17555)  0.005
C (-3.83987, 3.64419, -1.30540)  -0.002
C (-3.18038, 4.46512, -0.39933)  0.007
C (-2.44833, 3.90046, 0.63713)  -0.002
C (-2.36785, 2.52100, 0.76421)  0.024
C (0.20509, 0.97302, -1.12502)  0.007
C (-0.42025, 0.07090, -1.97967)  -0.017
C (-0.99825, 0.49519, -3.16636)  -0.002
C (-0.92972, 1.83406, -3.51495)  0.002
C (-0.28709, 2.73395, -2.67751)  -0.001
C (0.28372, 2.32777, -1.47365)  0.000
C (0.94765, 3.34361, -0.58629)  -0.001
C (3.77863, 1.45040, 0.99670)  -0.001
C (3.24873, 2.34659, 2.09078)  0.000
C (5.13453, 1.55842, 0.69448)  0.000
H (7.51200, 0.22348, -1.36102)  0.000
H (7.80198, 0.74240, 0.30115)  0.000
H (7.43088, 1.93583, -0.93927)  0.000
H (5.39069, -0.74936, -1.73693)  0.000
H (3.47677, -1.93369, -2.05630)  0.000
H (2.11408, -0.81436, -2.17601)  -0.001
H (2.20156, -1.92915, -0.82409)  -0.003
H (-4.25457, 1.60317, -1.87511)  0.000
H (-4.41050, 4.08060, -2.11653)  0.000
H (-3.23642, 5.54246, -0.50186)  0.001
H (-1.93093, 4.53756, 1.34477)  0.000
H (-1.78977, 2.06523, 1.55797)  0.012
H (-0.46247, -0.97780, -1.70722)  0.007
H (-1.50804, -0.21715, -3.80208)  -0.001
H (-1.38362, 2.18304, -4.43459)  0.000
H (-0.24437, 3.78279, -2.94935)  0.000
H (0.78156, 4.35338, -0.96267)  0.000
H (2.02451, 3.16747, -0.52705)  0.000
H (0.55184, 3.27958, 0.42921)  0.000
H (2.17474, 2.24512, 2.21734)  0.000
H (3.47290, 3.39160, 1.86478)  0.000
H (3.72784, 2.10775, 3.04266)  0.000
H (5.73761, 2.27075, 1.25097)  0.000
C (-3.54261, -4.86346, 1.63710)  -0.003
Si (-3.67670, -3.20299, 0.76258)  -0.018
C (-4.07594, -3.60182, -1.02710)  0.000
C (-5.02746, -2.20202, 1.57585)  0.003
H (-4.50241, -5.39130, 1.63418)  -0.001
H (-3.21942, -4.73789, 2.67080)  -0.002
H (-2.80640, -5.48201, 1.12012)  0.000
H (-5.07637, -4.04838, -1.05822)  0.000
H (-3.37098, -4.34506, -1.40730)  0.000
H (-4.06810, -2.71460, -1.65725)  -0.001
H (-5.96584, -2.76496, 1.56713)  -0.001
H (-5.17587, -1.26062, 1.04523)  -0.001
H (-4.76532, -1.98447, 2.61339)  0.002

# 5
DFT (the ωB97M-V functional and the def2-TZVPD basis) results for a structure of composition C17H22B2F16LiO10 in a non-equilibrium geometry.

Values from the calculation:
HOMO-LUMO gap	9.934	eV
E_HOMO	-7.960	eV
net charge	-1
E_LUMO	0.07256	Eh
DFT total energy	-3069.20892	Eh

Last column: Löwdin charge in e.
Element x y z (Å)
Li (11.33381, 9.34452, 1.49002)  0.716
B (12.42402, 6.18042, 1.87693)  -1.204
F (13.08805, 6.40570, 3.11179)  0.076
F (11.24828, 5.45284, 2.13514)  0.097
F (12.12537, 7.44655, 1.29723)  0.041
F (13.24334, 5.47498, 0.97356)  0.085
B (8.10212, 8.97770, 2.61234)  -1.213
F (9.45945, 9.34514, 2.33787)  0.044
F (7.39341, 10.16521, 2.88912)  0.091
F (7.55124, 8.38605, 1.44017)  0.082
F (8.06346, 8.08398, 3.67299)  0.125
C (8.04692, 14.11043, 0.43587)  -0.027
C (8.05497, 12.63261, 0.76753)  -0.307
C (7.16816, 11.76547, -0.13163)  -0.077
O (8.02689, 10.70946, -0.54978)  0.088
C (9.27868, 10.93465, -0.12886)  -0.561
O (10.17219, 10.16535, -0.26544)  0.133
O (9.36859, 12.12005, 0.51550)  0.084
H (8.83473, 14.62351, 0.98496)  0.073
H (7.06981, 14.53489, 0.67011)  0.086
H (8.24857, 14.24106, -0.62942)  0.087
H (7.81548, 12.47359, 1.81941)  0.149
H (6.77938, 12.29700, -1.00211)  0.126
H (6.35046, 11.31466, 0.42830)  0.137
C (15.28036, 7.10419, -3.13514)  -0.031
C (15.44589, 8.30488, -2.24004)  -0.313
C (14.98468, 9.63309, -2.87430)  -0.115
O (14.13707, 10.21785, -1.91725)  0.069
C (13.81838, 9.28793, -0.96055)  -0.516
O (13.01774, 9.45447, -0.11085)  0.156
O (14.59054, 8.19624, -1.10196)  0.109
H (16.00992, 7.12397, -3.94877)  0.085
H (14.26498, 7.00730, -3.51837)  0.093
H (15.48698, 6.18099, -2.58766)  0.091
H (16.46567, 8.35088, -1.85216)  0.150
H (14.45432, 9.44740, -3.81134)  0.128
H (15.83716, 10.27666, -3.09440)  0.127
C (12.30391, 15.90309, 1.77234)  -0.037
C (13.17351, 14.68086, 1.93122)  -0.307
C (13.32834, 14.20582, 3.40926)  -0.093
O (12.90684, 12.86523, 3.39332)  0.070
C (12.48698, 12.51173, 2.15914)  -0.522
O (12.11490, 11.43383, 1.85755)  0.166
O (12.50531, 13.58024, 1.32517)  0.095
H (12.79548, 16.80970, 2.13197)  0.085
H (11.35498, 15.75280, 2.29758)  0.088
H (11.98864, 16.12121, 0.74857)  0.085
H (14.16364, 14.85995, 1.50838)  0.147
H (12.78549, 14.83911, 4.10755)  0.131
H (14.39036, 14.21502, 3.65870)  0.124
C (15.33311, 9.63174, 5.65553)  -0.046
C (15.82270, 10.97436, 5.15616)  -0.445
C (17.29131, 11.25438, 5.44328)  -0.307
F (17.56215, 11.07253, 6.75734)  0.092
F (18.05980, 10.40040, 4.72332)  0.089
F (15.67043, 11.06250, 3.80588)  0.125
F (15.13668, 12.02874, 5.67139)  0.105
O (14.13146, 9.16412, 5.08934)  0.062
C (12.92830, 9.52126, 5.61106)  -0.531
C (11.86881, 8.72951, 4.84209)  -0.275
F (10.65197, 9.04855, 5.30415)  0.130
F (11.97146, 9.06632, 3.54056)  0.071
F (12.87223, 9.18976, 6.93276)  0.127
F (12.69801, 10.84240, 5.53724)  0.159
H (15.24838, 9.60858, 6.74527)  0.151
H (16.08759, 8.89446, 5.38233)  0.155
H (17.52908, 12.28080, 5.15750)  0.169
H (12.06260, 7.65744, 4.92884)  0.176

no.,M (g/mol)
1,664.6
2,267.3
3,219.3
4,813.4
5,718.9